Entry 1:
Here is a molecular structure, C36H23BrFeN3PS2 at a distorted geometry from OMol25. Energies are from wB97M-V/def2-TZVPD.

Last column: Mulliken spin population.
Cartesian coordinates (Å):
Fe 0.239 1.238 0.098  3.6269
Br 2.766 1.132 -0.050  0.0664
C 2.925 1.070 1.920  -0.0001
C 4.169 1.211 2.480  -0.0022
C 4.285 1.217 3.875  -0.0008
C 3.174 1.072 4.664  0.0024
C 1.891 0.944 4.093  0.0002
C 0.739 0.868 4.890  0.0017
C -0.504 0.836 4.313  0.0058
C -0.638 0.856 2.925  0.0527
C 0.453 0.896 2.077  0.0293
C 1.740 0.954 2.674  -0.0457
H 5.041 1.325 1.851  -0.0021
H 5.261 1.350 4.321  0.0001
H 3.256 1.088 5.745  0.0010
H 0.856 0.863 5.965  0.0006
H -1.393 0.810 4.929  -0.0001
H -1.636 0.859 2.508  0.0105
S -2.127 1.789 -0.254  0.0928
C -2.310 3.069 0.899  -0.0141
C -3.538 3.384 1.455  -0.0069
C -3.677 4.434 2.371  0.0201
C -4.923 4.701 2.935  -0.0012
N -5.966 4.888 3.403  0.0066
C -2.537 5.221 2.722  0.0011
C -1.294 4.871 2.185  0.0054
C -1.172 3.822 1.300  0.0176
S 0.391 3.416 0.658  0.0514
C -2.636 6.340 3.545  -0.0009
N -2.674 7.303 4.188  -0.0012
H -4.409 2.804 1.176  -0.0065
H -0.412 5.431 2.466  -0.0006
N 0.069 -0.517 -0.382  -0.0057
P 0.108 -1.486 -1.585  0.0398
C 1.523 -1.203 -2.721  0.0079
C 2.785 -1.666 -2.340  -0.0013
C 3.904 -1.381 -3.092  0.0030
C 3.784 -0.657 -4.275  0.0022
C 2.540 -0.174 -4.654  -0.0020
C 1.428 -0.414 -3.873  0.0150
C 0.183 -3.240 -1.124  0.0103
C 1.102 -3.642 -0.142  0.0099
C 1.243 -4.973 0.175  0.0005
C 0.437 -5.932 -0.432  0.0030
C -0.542 -5.529 -1.340  -0.0001
C -0.659 -4.206 -1.691  -0.0016
C -1.371 -1.474 -2.690  0.0109
C -1.374 -1.818 -4.040  -0.0041
C -2.544 -1.738 -4.775  0.0011
C -3.729 -1.369 -4.159  0.0010
C -3.746 -1.089 -2.801  0.0006
C -2.569 -1.128 -2.075  -0.0029
H 2.880 -2.240 -1.429  -0.0057
H 4.881 -1.706 -2.757  0.0004
H 4.657 -0.464 -4.885  0.0004
H 2.449 0.411 -5.562  -0.0001
H 0.477 0.021 -4.147  -0.0024
H 1.678 -2.880 0.367  0.0034
H 1.988 -5.283 0.898  0.0000
H 0.551 -6.977 -0.182  0.0003
H -1.205 -6.266 -1.778  -0.0001
H -1.413 -3.902 -2.404  0.0009
H -0.465 -2.162 -4.516  -0.0002
H -2.537 -1.958 -5.837  0.0001
H -4.640 -1.309 -4.741  0.0000
H -4.677 -0.833 -2.316  0.0020
H -2.544 -0.882 -1.022  0.0035

Its net charge is -2. Its multiplicity is 5. The HOMO-LUMO gap (spin up / spin down) is 4.21 / 5.38 eV. For the strongest force on any atom, the calculation gives 0.07736 Eh/bohr. As for the LUMO energy (spin up / spin down): 4.1 / 4.1 eV.

***

Entry 2:
Here is a molecular structure, C5H7N2 at a distorted geometry from OMol25. Energies are from wB97M-V/def2-TZVPD.

Last column: Mulliken charge in e.
Cartesian coordinates (Å):
C -1.252 0.346 -0.394  0.1336
C 0.599 -0.523 -0.061  -0.3278
C -0.562 -0.845 -0.661  0.7311
C -0.938 -2.002 -1.491  -1.0944
C 0.998 1.943 1.460  -0.6270
N -1.106 1.165 0.561  -0.5402
N 0.109 0.978 0.957  0.3837
H 1.636 -0.769 -0.112  0.4046
H -0.166 -2.764 -1.443  0.3491
H -1.097 -1.706 -2.530  0.3334
H -1.876 -2.416 -1.122  0.3229
H 1.835 1.422 1.929  0.2887
H 1.382 2.641 0.710  0.3373
H 0.438 2.529 2.199  0.3050

Its net charge is +1. Its energy relative to the best compared isomer or geometry (same formula, charge and spin) is 7.721 eV. The HOMO-LUMO gap (spin up / spin down) is 8.21 / 7.64 eV. For the strongest force on any atom, the calculation gives 0.10952 Eh/bohr. As for the LUMO energy (spin up / spin down): -6.6 / -7.3 eV.

***

Entry 3:
Here is C4H8N2O in the gas phase at a distorted geometry from OMol25. Energies are from wB97M-V/def2-TZVPD.

Last column: Mulliken charge in e.
Cartesian coordinates (Å):
N 1.848 0.914 1.195  -0.4925
C 0.610 0.907 0.575  -0.3031
C 0.218 0.034 -0.381  0.4630
N 1.025 -1.019 -0.855  -0.6528
C -1.140 0.210 -1.025  -0.8080
C -1.908 -0.468 0.073  0.1781
O -2.518 0.103 0.955  -0.5075
H 2.374 0.055 1.121  0.1801
H 1.863 1.330 2.114  0.2378
H -0.004 1.766 0.796  0.3397
H 1.570 -1.481 -0.138  0.1909
H 0.524 -1.708 -1.397  0.2508
H -1.201 -0.325 -1.971  0.3468
H -1.418 1.257 -1.114  0.2633
H -1.843 -1.575 0.052  0.3133

Its net charge is 0. Its energy relative to the best compared isomer or geometry (same formula, charge and spin) is 2.030 eV. The HOMO-LUMO gap is 8.21 eV. Its SMILES is N/C=C(\N)CC=O. For the strongest force on any atom, the calculation gives 0.02754 Eh/bohr. As for the LUMO energy: 0.9 eV.